DFT (wB97M-V/def2-TZVPD) results for a structure of composition C6H7N3 at a distorted geometry.

```
16
Properties=species:S:1:pos:R:3:forces:R:3
C -1.439459 -0.221111 -0.065895 -4.4 0.9 2.6
C -1.165785 1.092209 -0.022612 3.9 3.3 -1.2
C 0.958453 0.717853 -0.152786 3.7 -2.4 0.0
C 2.481071 0.409533 0.158087 -1.8 -1.3 -1.3
C 2.010487 -1.143528 -0.040241 -0.1 0.7 0.3
C 0.561956 -0.598581 -0.178013 3.2 -4.5 1.7
H -3.397877 0.330340 0.023762 0.1 -0.3 -0.4
H -2.959661 -1.339340 -0.646764 -0.5 3.2 3.4
H -1.779725 1.932657 -0.039537 -2.1 0.5 0.1
H 3.236047 0.605296 -0.561185 0.5 1.0 -0.6
H 2.810681 0.670982 1.177894 -0.3 -0.2 -0.5
H 2.341877 -1.783738 -0.932355 0.0 1.2 1.5
H 2.274801 -1.525749 0.947360 -0.5 -1.1 -0.4
N -2.811638 -0.480372 0.204707 -0.1 -4.5 -4.0
N 0.117796 1.618789 -0.044344 -3.6 2.9 0.9
N -0.587084 -1.199660 0.102434 2.1 0.7 -2.0
```
Forces are in eV/Å.

Its relative energy (zero: lowest compared OMol25 entry of this formula, charge and spin) is 72.3 kcal/mol. The HOMO energy is -8.7739 eV. The calculation puts the total energy at -396.97705 Eh. As for the charge: 0.